Entry from the OMol25 dataset: an isolated molecule of C6H12O (ωB97M-V with the def2-TZVPD basis set).

Each line ends with the Mulliken charge.
Element x y z (Å)
C 3.205 -0.227 0.340  -1.06
C 2.014 0.321 -0.447  -0.30
O 1.071 1.126 0.293  -0.48
C -0.180 0.147 0.217  -0.59
C -1.657 -0.073 0.628  -0.07
C -2.570 -0.563 -0.519  -0.63
C -2.798 0.758 0.141  -0.52
H 3.627 -1.085 -0.207  0.31
H 4.009 0.498 0.495  0.30
H 2.870 -0.592 1.317  0.28
H 1.453 -0.562 -0.762  0.44
H 2.338 0.784 -1.394  0.36
H -0.226 0.223 -0.852  0.27
H 0.332 -0.660 0.710  0.31
H -1.830 -0.659 1.532  0.40
H -2.192 -0.582 -1.543  0.24
H -3.289 -1.364 -0.324  0.25
H -2.517 1.642 -0.419  0.24
H -3.660 0.868 0.793  0.25

Properties
* strongest force on any atom: 0.0230 Eh/bohr
* relative energy (zero: lowest compared OMol25 entry of this formula, charge and spin): 86.5 kcal/mol
* HOMO energy: -0.3533 Eh
* SMILES: CCOCC1CC1

Entry from the OMol25 dataset: a cluster of 2 separate species, C6H12O in total (ωB97M-V with the def2-TZVPD basis set).

Each line ends with the Mulliken charge.
Element x y z (Å)
C 1.800 1.438 -0.629  -1.23
C 1.343 0.235 0.204  -0.32
C 0.182 -0.662 -0.318  -0.11
C -0.317 -1.726 0.594  -0.56
C -1.077 -0.863 1.581  -0.66
C -1.348 -0.821 0.137  0.04
O -1.796 1.380 -1.046  -0.70
H 2.158 1.153 -1.625  0.28
H 0.994 2.166 -0.751  0.33
H 2.636 1.957 -0.139  0.37
H 1.144 0.572 1.226  0.26
H 2.198 -0.452 0.305  0.33
H 0.361 -0.953 -1.361  0.33
H -0.998 0.857 -0.863  0.31
H -0.276 -2.797 0.492  0.33
H -0.657 0.041 2.018  0.11
H -1.799 -1.361 2.221  0.27
H -2.322 -1.021 -0.315  0.30
H -2.227 0.857 -1.730  0.33

Properties
* strongest force on any atom: 0.0173 Eh/bohr
* relative energy (zero: lowest compared OMol25 entry of this formula, charge and spin): 74.8 kcal/mol
* HOMO energy: -0.3490 Eh
* SMILES: CC[C@H]1[C@H]2C[C@@H]12.O

Entry from the OMol25 dataset: a cluster of 2 separate species, C6H12O in total (ωB97M-V with the def2-TZVPD basis set).

Each line ends with the Mulliken charge.
Element x y z (Å)
C 2.485 -1.253 1.070  -1.18
C 1.570 -0.576 -0.038  0.73
C 2.145 0.562 -0.348  -0.67
C -2.098 -0.621 -1.384  -1.19
C -0.750 -0.152 -1.164  0.08
C 0.112 -0.661 -0.175  -0.59
H 2.030 -2.097 1.553  0.39
H 2.983 -0.386 1.780  0.25
H 3.306 -1.736 0.598  0.36
H 3.385 0.883 -0.383  0.24
H 1.482 1.520 -0.414  0.18
H -2.828 0.208 -1.497  0.28
H -2.242 -1.013 -2.373  0.34
H -2.395 -1.284 -0.558  0.31
H -0.476 0.702 -1.724  0.39
H -0.295 -1.375 0.706  0.09
H -2.254 2.714 1.980  0.31
H -3.063 2.109 0.727  0.33
O -3.098 2.456 1.645  -0.65

Properties
* strongest force on any atom: 0.1147 Eh/bohr
* relative energy (zero: lowest compared OMol25 entry of this formula, charge and spin): 100.5 kcal/mol
* HOMO energy: -0.3008 Eh
* SMILES: C=C(C)/C=C/C.O

Entry from the OMol25 dataset: a structure of composition C6H12O (ωB97M-V with the def2-TZVPD basis set).

Each line ends with the Mulliken charge.
Element x y z (Å)
C -1.113 -2.595 -0.083  -0.95
C -0.708 -1.270 -0.352  -0.18
O -0.708 -0.351 0.594  -0.23
C -0.553 0.985 0.144  -0.22
C 0.093 1.912 1.111  -0.79
C 0.833 1.490 -0.136  0.32
C 2.036 0.580 -0.023  -1.40
H -1.976 -1.794 -0.823  0.05
H -1.580 -2.800 0.873  0.30
H -0.647 -3.397 -0.643  0.28
H -2.214 -0.664 -1.263  0.04
H -0.147 -1.055 -1.260  0.46
H -1.395 1.294 -0.471  0.46
H 0.428 1.471 2.047  0.24
H -0.294 2.923 1.194  0.27
H 0.894 2.232 -0.930  0.33
H 2.252 0.085 -0.977  0.32
H 2.925 1.151 0.266  0.37
H 1.875 -0.196 0.733  0.32

Properties
* strongest force on any atom: 0.0062 Eh/bohr
* relative energy (zero: lowest compared OMol25 entry of this formula, charge and spin): 146.7 kcal/mol
* HOMO energy: -0.2631 Eh

Entry from the OMol25 dataset: a cluster of 2 separate species, C6H12O in total (ωB97M-V with the def2-TZVPD basis set).

Each line ends with the Mulliken charge.
Element x y z (Å)
C -0.999 -1.431 -0.152  -1.19
C -0.621 -0.014 -0.501  0.52
C 0.629 0.453 -0.502  -0.26
C 1.748 -0.344 0.045  -0.07
C 2.928 -0.496 -0.544  -0.88
C -1.779 0.891 -0.824  -1.26
H -1.939 -1.445 0.400  0.33
H -0.194 -1.953 0.355  0.36
H -1.160 -1.943 -1.104  0.36
H 1.058 1.129 -1.240  0.27
H 1.553 -0.788 1.021  0.35
H 3.170 0.153 -1.382  0.21
H 3.648 -1.252 -0.271  0.27
H -2.314 1.135 0.094  0.26
H -2.431 0.430 -1.565  0.36
H -1.389 1.850 -1.175  0.35
H -0.883 1.709 3.011  0.30
H -0.692 0.532 2.038  0.30
O -0.332 1.385 2.293  -0.60

Properties
* strongest force on any atom: 0.0450 Eh/bohr
* relative energy (zero: lowest compared OMol25 entry of this formula, charge and spin): 46.9 kcal/mol
* HOMO energy: -0.3009 Eh
* SMILES: C=CC=C(C)C.O

Entry from the OMol25 dataset: an isolated molecule of C6H12O (ωB97M-V with the def2-TZVPD basis set).

Each line ends with the Mulliken charge.
Element x y z (Å)
C -2.111 0.149 0.223  -1.81
C -0.630 -0.211 0.199  1.26
O -0.437 -1.498 0.791  -0.61
C 0.020 -0.173 -1.191  -1.00
C 1.532 -0.187 -0.907  -0.53
C 1.697 0.410 0.516  -0.58
C 0.271 0.730 1.000  -0.97
H -2.695 -0.568 -0.369  0.42
H -2.300 1.149 -0.184  0.36
H -2.483 0.114 1.252  0.37
H -0.908 -2.142 0.245  0.41
H -0.309 -1.011 -1.819  0.42
H -0.278 0.751 -1.704  0.32
H 1.907 -1.215 -0.931  0.23
H 2.092 0.376 -1.661  0.36
H 2.329 1.304 0.521  0.37
H 2.165 -0.323 1.178  0.24
H 0.008 1.769 0.767  0.32
H 0.130 0.576 2.074  0.42

Properties
* strongest force on any atom: 0.0065 Eh/bohr
* relative energy (zero: lowest compared OMol25 entry of this formula, charge and spin): 0.1 kcal/mol
* HOMO energy: -0.3737 Eh
* SMILES: CC1(O)CCCC1

Entry from the OMol25 dataset: a structure of composition C6H12O (ωB97M-V with the def2-TZVPD basis set).

Each line ends with the Mulliken charge.
Element x y z (Å)
C -1.706 -1.452 -0.712  -1.34
C -0.232 -1.818 -0.710  0.74
O 0.465 -1.399 -1.908  -0.45
C 1.413 -0.770 -1.031  -0.05
C 0.727 -1.155 0.239  -0.74
C 0.854 2.029 1.498  -0.90
C -0.422 1.625 0.770  -0.63
H -2.216 -1.997 -1.512  0.36
H -2.170 -1.696 0.249  0.34
H -1.821 -0.381 -0.900  0.27
H -0.111 -2.904 -0.531  0.29
H 1.455 0.327 -1.135  0.21
H 2.443 -1.149 -1.109  0.29
H 1.651 1.314 1.272  0.27
H 0.703 2.015 2.584  0.30
H 1.185 3.032 1.209  0.29
H -1.307 2.064 1.234  0.43
H -0.519 0.532 0.813  0.01
H -0.422 1.938 -0.281  0.30

Properties
* strongest force on any atom: 0.0070 Eh/bohr
* relative energy (zero: lowest compared OMol25 entry of this formula, charge and spin): 117.5 kcal/mol
* HOMO energy: -0.3316 Eh

Entry from the OMol25 dataset: a structure of composition C6H12O (ωB97M-V with the def2-TZVPD basis set).

Each line ends with the Mulliken charge.
Element x y z (Å)
C 2.663 0.054 -0.149  -1.46
C 1.213 -0.325 0.229  0.59
O 1.011 -0.539 1.531  -0.86
C 0.324 0.859 -0.080  -0.12
C -0.818 0.891 -0.934  -0.70
C -1.441 0.287 0.406  -0.04
C -2.075 -1.075 0.147  -1.27
H 2.803 0.254 -1.220  0.37
H 3.299 -0.788 0.138  0.35
H 2.983 0.925 0.434  0.35
H 0.907 -1.150 -0.470  0.12
H -0.641 0.050 1.205  0.32
H 0.530 1.726 0.550  0.31
H -0.838 0.148 -1.731  0.32
H -1.241 1.854 -1.213  0.29
H -2.103 1.039 0.836  0.46
H -1.316 -1.788 -0.191  0.23
H -2.861 -1.010 -0.612  0.38
H -2.504 -1.465 1.074  0.36

Properties
* strongest force on any atom: 0.0088 Eh/bohr
* relative energy (zero: lowest compared OMol25 entry of this formula, charge and spin): 96.1 kcal/mol
* HOMO energy: -0.2870 Eh

Entry from the OMol25 dataset: an isolated molecule of C6H12O (ωB97M-V with the def2-TZVPD basis set).

Each line ends with the Mulliken charge.
Element x y z (Å)
O -2.273 -0.812 -1.257  -0.49
C -1.706 0.231 -1.097  0.01
C -1.355 0.803 0.264  -0.53
C 0.001 1.500 0.252  -0.83
C 1.226 0.593 0.070  -0.55
C 1.176 -0.688 0.873  -0.12
C 2.448 -1.504 0.660  -1.40
H -1.383 0.898 -1.926  0.33
H -2.160 1.502 0.490  0.39
H -1.409 -0.042 0.957  0.26
H 0.122 2.044 1.193  0.32
H -0.090 2.244 -0.543  0.38
H 2.120 1.192 0.240  0.40
H 1.255 0.250 -0.977  0.26
H 0.279 -1.284 0.693  0.27
H 1.194 -0.421 1.937  0.25
H 2.589 -2.292 1.400  0.36
H 2.450 -2.007 -0.308  0.36
H 3.322 -0.858 0.672  0.33

Properties
* strongest force on any atom: 0.0335 Eh/bohr
* relative energy (zero: lowest compared OMol25 entry of this formula, charge and spin): 14.7 kcal/mol
* HOMO energy: -0.3582 Eh
* SMILES: CCCCCC=O

Entry from the OMol25 dataset: an isolated molecule of C6H12O (ωB97M-V with the def2-TZVPD basis set).

Each line ends with the Mulliken charge.
Element x y z (Å)
C -2.338 0.532 0.105  -1.40
C -1.079 -0.246 0.420  0.82
C -0.534 -1.029 -0.772  -0.84
O 0.764 -1.400 -0.339  -0.43
C 1.336 -0.362 0.354  0.41
C 2.357 0.381 -0.533  -1.38
C 0.144 0.489 0.895  -1.09
H -3.172 -0.174 0.199  0.35
H -2.309 0.867 -0.944  0.33
H -2.494 1.399 0.769  0.34
H -1.280 -1.026 1.155  0.25
H -1.044 -1.959 -1.062  0.32
H -0.487 -0.420 -1.692  0.32
H 1.883 -0.802 1.197  0.32
H 2.918 -0.350 -1.134  0.33
H 3.100 0.953 0.048  0.37
H 1.864 1.072 -1.230  0.32
H 0.219 1.530 0.576  0.38
H 0.152 0.543 1.987  0.27

Properties
* strongest force on any atom: 0.0394 Eh/bohr
* relative energy (zero: lowest compared OMol25 entry of this formula, charge and spin): 14.7 kcal/mol
* HOMO energy: -0.3490 Eh
* SMILES: C[C@H]1CO[C@@H](C)C1

no.,E_tot (eV)
1,-8460.6048
2,-8461.1106
3,-8459.9967
4,-8457.9933
5,-8462.3196
6,-8464.3510
7,-8459.2581
8,-8460.1849
9,-8463.7170
10,-8463.7168